w) ORCA calculation (ωB97M-V with the def2-TZVPD basis set) on C4H10N2O2 in the gas phase.

Output
**LUMO**: 0.8 eV
**HOMO energy**: -9.015 eV
**Structure (SMILES)**: NCCCNC(=O)O

```
! wB97M-V def2-TZVPD RIJCOSX def2/J DEFGRID3
* xyz 0 1
N 1.00 1.85 -2.35
C 0.49 2.38 -1.12
C -0.19 1.27 -0.32
C 0.78 0.50 0.58
N 0.58 -0.96 0.55
C -0.52 -1.67 0.87
O -0.58 -2.88 0.79
O -1.55 -0.89 1.25
H 1.58 2.41 -2.95
H 0.42 1.20 -2.87
H -0.23 3.17 -1.28
H 1.33 2.78 -0.57
H -0.97 1.71 0.31
H -0.67 0.57 -0.99
H 0.66 0.82 1.61
H 1.81 0.61 0.22
H 1.40 -1.50 0.32
H -2.30 -1.49 1.30
*
```

=====

x) ORCA calculation (ωB97M-V with the def2-TZVPD basis set) on C4H10N2O2 in the gas phase.

Output
**LUMO**: 0.7 eV
**HOMO energy**: -9.764 eV
**Structure (SMILES)**: [H]/N=C(/C)[C@@](C)(O)NO

```
! wB97M-V def2-TZVPD RIJCOSX def2/J DEFGRID3
* xyz 0 1
H 1.58 1.95 -0.71
N 1.94 0.99 -0.77
C 1.11 0.11 -0.39
C 1.59 -1.29 -0.18
C -0.33 0.46 0.05
C -0.57 0.20 1.53
O -0.60 1.82 -0.19
N -1.11 -0.49 -0.74
O -2.48 -0.12 -0.80
H 2.56 -1.42 -0.65
H 1.69 -1.49 0.89
H 0.88 -1.99 -0.60
H -0.52 -0.86 1.75
H -1.56 0.57 1.79
H 0.19 0.72 2.11
H -0.75 1.97 -1.13
H -0.70 -0.38 -1.72
H -2.93 -0.77 -0.25
*
```

=====

Result of the stability comparison: x) is the least stable of them.

=====

w) ORCA calculation (ωB97M-V with the def2-TZVPD basis set) on C4H10N2O2 in the gas phase.

Output
**LUMO**: 0.7 eV
**HOMO energy**: -9.288 eV
**Structure (SMILES)**: C[C@@H](CN)NC(=O)O

```
! wB97M-V def2-TZVPD RIJCOSX def2/J DEFGRID3
* xyz 0 1
C 0.33 -1.81 0.21
C -0.02 -0.32 0.08
C -0.74 0.23 1.27
N -2.21 -0.04 1.20
N 1.14 0.48 -0.34
C 1.03 1.10 -1.54
O 0.16 0.88 -2.36
O 2.14 1.88 -1.69
H -0.61 -2.43 0.28
H 0.86 -2.07 1.15
H 0.90 -2.27 -0.61
H -0.72 -0.37 -0.84
H -0.34 -0.15 2.20
H -0.68 1.33 1.36
H -2.81 0.63 1.68
H -2.50 0.09 0.23
H 2.01 0.43 0.22
H 2.07 2.42 -2.49
*
```

=====

x) ORCA calculation (ωB97M-V with the def2-TZVPD basis set) on 2 unconnected molecules or ions with the total composition C4H10N2O2.

Output
**LUMO**: -3.0 eV
**HOMO energy**: -8.571 eV

```
! wB97M-V def2-TZVPD RIJCOSX def2/J DEFGRID3
* xyz 0 1
C 0.94 -0.23 -0.44
N 1.34 0.97 -0.96
C 0.52 1.55 -1.87
O -0.70 1.56 -1.79
C 0.39 0.22 1.05
N -0.01 -0.92 1.73
C -1.20 -0.78 2.45
O -1.55 -2.01 3.06
H 0.34 -0.12 -4.74
H 0.10 -0.72 -0.95
H 1.76 -0.97 -0.38
H 1.10 2.01 -2.69
H 1.21 0.75 1.53
H -0.44 0.91 0.87
H -0.07 0.52 -4.75
H -1.99 -0.33 1.81
H -1.02 0.06 3.18
H -0.73 -2.47 2.89
*
```

=====

y) ORCA calculation (ωB97M-V with the def2-TZVPD basis set) on 3 unconnected molecules or ions with the total composition C4H10N2O2.

Output
**LUMO**: 0.8 eV
**HOMO energy**: -8.593 eV
**Structure (SMILES)**: Cc1c[nH]cn1.O.O

```
! wB97M-V def2-TZVPD RIJCOSX def2/J DEFGRID3
* xyz 0 1
C 1.84 -0.85 -2.13
C 1.21 -0.31 -0.85
C 1.09 -0.88 0.43
N 0.68 0.21 1.30
C 0.37 1.28 0.41
N 0.79 0.98 -0.78
H 1.78 -1.94 -1.96
H 1.36 -0.48 -3.04
H 2.91 -0.57 -2.04
H 1.54 -1.80 0.79
H 0.54 0.04 2.33
H 0.00 2.24 0.63
O -2.22 0.30 2.26
H -2.89 -0.02 2.90
H -2.79 0.59 1.57
O -2.41 0.40 -0.40
H -2.29 0.54 -1.36
H -1.51 0.27 -0.07
*
```

=====

z) ORCA calculation (ωB97M-V with the def2-TZVPD basis set) on 2 unconnected molecules or ions with the total composition C4H10N2O2.

Output
**LUMO**: 0.5 eV
**HOMO energy**: -9.597 eV
**Structure (SMILES)**: CC(N)=O.CC(N)=O

```
! wB97M-V def2-TZVPD RIJCOSX def2/J DEFGRID3
* xyz 0 1
C -3.11 1.67 -1.47
C -3.15 1.64 -3.01
N -2.32 2.47 -3.62
O -3.93 0.94 -3.59
H -3.41 0.68 -1.11
H -3.75 2.43 -1.00
H -2.06 1.86 -1.16
H -1.79 3.21 -3.14
H -2.23 2.36 -4.64
C 1.75 -2.21 -2.80
C 2.33 -3.44 -2.05
N 1.48 -4.21 -1.43
O 3.54 -3.64 -2.02
H 0.90 -1.79 -2.24
H 1.39 -2.54 -3.79
H 2.51 -1.42 -2.94
H 0.48 -4.02 -1.49
H 1.82 -5.03 -0.93
*
```

=====

Result of the stability comparison: x) is the least stable of them.

=====

w) ORCA calculation (ωB97M-V with the def2-TZVPD basis set) on 2 unconnected molecules or ions with the total composition C4H10N2O2.

Output
**LUMO**: 0.6 eV
**HOMO energy**: -8.299 eV

```
! wB97M-V def2-TZVPD RIJCOSX def2/J DEFGRID3
* xyz 0 1
C -0.26 -0.07 0.03
C 0.20 -2.09 -0.44
C -2.09 1.45 0.46
C 1.96 -0.03 0.59
N -1.55 0.14 0.05
N 0.81 0.80 0.12
O -2.40 -0.78 -0.02
O 1.18 1.53 -0.99
H -0.85 -2.39 -0.54
H 0.65 -2.10 -1.48
H 0.92 -2.42 0.36
H -2.61 1.86 -0.38
H -2.67 1.48 1.36
H -1.22 2.17 0.60
H 2.85 0.52 0.56
H 1.72 -0.21 1.65
H 2.10 -0.90 -0.09
H 1.25 1.04 -1.83
*
```

=====

x) ORCA calculation (ωB97M-V with the def2-TZVPD basis set) on C4H10N2O2 in the gas phase.

Output
**LUMO**: 0.7 eV
**HOMO energy**: -8.933 eV
**Structure (SMILES)**: CN[C@H](CO)C(N)=O

```
! wB97M-V def2-TZVPD RIJCOSX def2/J DEFGRID3
* xyz 0 1
C -0.23 -2.02 -1.57
N 0.75 -0.92 -1.28
C 0.06 0.11 -0.47
C 0.91 1.39 -0.49
O 0.01 2.44 -0.10
C -0.41 -0.41 0.95
N -0.71 0.61 1.81
O -0.37 -1.54 1.30
H -0.72 -2.46 -0.73
H 0.15 -2.77 -2.30
H -1.03 -1.53 -2.13
H 1.56 -1.34 -0.68
H -0.90 0.46 -0.97
H 1.58 1.25 0.41
H 1.42 1.61 -1.43
H 0.31 3.27 -0.33
H -0.75 1.57 1.57
H -0.98 0.36 2.73
*
```

=====

y) ORCA calculation (ωB97M-V with the def2-TZVPD basis set) on 2 unconnected molecules or ions with the total composition C4H10N2O2.

Output
**LUMO**: 0.6 eV
**HOMO energy**: -9.174 eV
**Structure (SMILES)**: CC(N)=O.CC(N)=O

```
! wB97M-V def2-TZVPD RIJCOSX def2/J DEFGRID3
* xyz 0 1
C 0.70 2.86 -1.73
C 0.95 1.94 -0.64
N 2.03 2.24 0.31
O 0.35 0.88 -0.42
H 0.86 2.25 -2.71
H 1.46 3.58 -2.05
H -0.24 3.26 -1.69
H 2.13 1.77 1.19
H 2.09 3.23 0.40
C -1.55 -3.16 1.48
C -1.64 -2.05 0.41
N -0.30 -1.73 -0.04
O -2.64 -1.44 0.19
H -1.13 -4.21 1.21
H -2.44 -3.49 1.97
H -0.93 -2.84 2.36
H -0.11 -0.76 -0.55
H 0.41 -2.34 0.33
*
```

=====

z) ORCA calculation (ωB97M-V with the def2-TZVPD basis set) on 2 unconnected molecules or ions with the total composition C4H10N2O2.

Output
**LUMO (alpha / beta)**: 1.0 / 1.0 eV
**HOMO energy (alpha / beta)**: -7.365 / -7.367 eV

```
! wB97M-V def2-TZVPD RIJCOSX def2/J DEFGRID3
* xyz 0 1
C -1.76 0.54 0.38
C 0.71 2.40 0.43
C 0.31 -2.44 -0.76
C 0.37 0.50 -0.87
N -1.43 -0.33 1.18
N 1.01 -0.33 0.05
O 0.64 1.86 -0.91
O 1.36 -1.60 -0.46
H -2.61 1.24 0.34
H -0.05 1.86 1.07
H 0.49 3.38 0.49
H 1.77 1.95 0.68
H -0.26 -2.13 -1.76
H -0.35 -2.53 0.15
H 0.83 -3.34 -0.99
H 0.48 0.11 -1.93
H -1.98 -0.60 2.03
H 0.46 -0.55 0.90
*
```

=====

Result of the stability comparison: z) is the least stable of them.

=====

w) ORCA calculation (ωB97M-V with the def2-TZVPD basis set) on 2 unconnected molecules or ions with the total composition C4H10N2O2.

Output
**LUMO**: 0.7 eV
**HOMO energy**: -8.546 eV

```
! wB97M-V def2-TZVPD RIJCOSX def2/J DEFGRID3
* xyz 0 1
C -1.23 1.27 0.94
C -0.93 -1.44 -0.02
N -0.35 -0.56 0.97
N -1.59 1.63 -0.27
O -1.61 0.17 1.58
H -0.59 1.96 1.49
H -2.25 0.97 -0.68
H -0.59 1.60 -0.92
H -0.18 -2.21 -0.21
H -1.84 -1.92 0.33
H -1.14 -0.95 -0.99
C 2.12 -0.61 -0.32
C 1.15 0.53 -0.22
O 0.58 0.98 -1.26
H 1.34 1.21 0.62
H 3.12 -0.20 -0.49
H 2.13 -1.18 0.61
H 1.87 -1.26 -1.17
*
```

=====

x) ORCA calculation (ωB97M-V with the def2-TZVPD basis set) on C4H10N2O2 in the gas phase.

Output
**LUMO**: -4.1 eV
**HOMO energy**: -8.880 eV

```
! wB97M-V def2-TZVPD RIJCOSX def2/J DEFGRID3
* xyz 0 1
O 1.76 -1.76 0.48
C 1.34 -1.83 -0.76
N -0.01 -1.16 -0.83
C -0.10 0.22 -0.41
C -1.57 0.61 -0.66
O -2.35 0.68 0.38
C 0.40 0.52 1.07
N -0.04 1.88 1.39
H 1.19 -2.86 -1.14
H -0.71 -1.70 -0.32
H 0.70 0.67 -1.03
H -1.49 1.56 -1.26
H -1.95 -0.05 -1.49
H -1.04 2.00 1.31
H 1.90 -1.29 -1.54
H 1.45 0.65 0.84
H 0.26 -0.38 1.66
H 0.26 2.24 2.29
*
```

=====

Result of the stability comparison: x) is the least stable of them.